ORCA calculation (the ωB97M-V functional and the def2-TZVPD basis) on a molecular structure, C23H38BN8OSr.

Structure (ORCA input):
```
! wB97M-V def2-TZVPD RIJCOSX def2/J DEFGRID3
* xyz 1 1
Sr 0.12234 0.08767 0.36129
C -3.09840 -1.77358 1.64469
C -2.93769 -2.34889 0.22905
C -4.03364 -3.37312 -0.05692
C -1.56789 -2.94003 0.05956
C -1.18729 -4.28676 0.02897
C 0.18709 -4.25985 -0.09293
N 0.58617 -2.98099 -0.13664
N -0.48531 -2.16066 -0.04734
B 2.04720 -2.48314 -0.17692
N 2.41677 -1.86184 1.18865
C 3.40152 -2.29568 1.99258
C 3.33287 -1.60337 3.18148
C 2.23252 -0.74718 3.03001
N 1.69884 -0.90027 1.81807
C 1.73427 0.23253 4.05279
C 2.63072 1.47810 4.05410
C 0.26227 0.59270 3.86701
N 2.23260 -1.45425 -1.31820
C 2.89765 -1.66244 -2.46257
C 2.84621 -0.50781 -3.21815
C 2.08427 0.38198 -2.45344
N 1.72733 -0.20159 -1.30256
C 1.65165 1.77997 -2.78560
C 0.35425 1.74531 -3.60566
C 2.73704 2.54805 -3.53604
H -4.07837 -1.30664 1.75459
H -3.00727 -2.57046 2.38359
H -2.33239 -1.02223 1.85054
H -3.03467 -1.52556 -0.48222
H -4.02120 -4.16305 0.69584
H -5.01421 -2.89695 -0.02578
H -3.90321 -3.82768 -1.03937
H -1.81531 -5.15866 0.08889
H 0.88996 -5.07473 -0.14850
H 2.76331 -3.41468 -0.38942
H 4.08469 -3.06498 1.67269
H 3.95783 -1.71057 4.05178
H 1.83809 -0.25403 5.02583
H 2.59433 1.97717 3.08216
H 2.31268 2.18564 4.82189
H 3.66533 1.19881 4.24977
H 0.11205 1.18240 2.95999
H -0.34439 -0.31434 3.81686
H -0.08648 1.19042 4.70881
H 3.37828 -2.60476 -2.66655
H 3.29254 -0.34308 -4.18377
H 1.43801 2.29067 -1.84015
H 0.52556 1.24007 -4.55725
H -0.41886 1.20350 -3.06355
H 0.00193 2.75922 -3.80861
H 2.86975 2.13396 -4.53659
H 2.46283 3.59803 -3.64407
H 3.69284 2.49373 -3.01399
C -4.95795 0.40630 -2.51504
C -3.71335 1.28902 -2.69804
C -2.76566 1.08343 -1.61997
N -2.03620 0.87764 -0.75783
H -5.63931 0.56027 -3.34869
H -5.47752 0.66000 -1.59255
H -4.68313 -0.64707 -2.48410
H -3.98759 2.34443 -2.72296
H -3.20938 1.05349 -3.63728
C -0.89837 4.40636 1.45206
C 0.20301 3.55135 0.89264
N 1.32600 4.18656 0.53417
O 0.09660 2.32393 0.78227
H -0.57766 4.84516 2.39784
H -1.78478 3.80398 1.62403
H -1.13802 5.22052 0.76795
H 1.43049 5.18077 0.62966
H 2.11580 3.64778 0.21718
*
```

## Properties
energy relative to the best compared isomer or geometry (same formula, charge and spin): 0.0 kcal per mole


ORCA calculation (the ωB97M-V functional and the def2-TZVPD basis) on 2 unconnected molecules or ions with the total composition CH4N3.

Structure (ORCA input):
```
! wB97M-V def2-TZVPD RIJCOSX def2/J DEFGRID3
* xyz 1 1
C -0.45319 1.22208 0.92529
N -1.15555 1.22195 1.83569
N 0.09836 -0.97327 -1.38530
N 1.08936 -0.66900 -0.76859
H -1.88617 0.82884 2.38320
H 1.46395 -1.46533 -0.29641
H -0.63133 -0.45204 -1.91206
H 1.47456 0.28677 -0.78182
*
```

## Properties
energy relative to the best compared isomer or geometry (same formula, charge and spin): 90.1 kcal per mole


ORCA calculation (the ωB97M-V functional and the def2-TZVPD basis) on 7 unconnected molecules or ions with the total composition C8H28BNO12.

Structure (ORCA input):
```
! wB97M-V def2-TZVPD RIJCOSX def2/J DEFGRID3
* xyz 0 1
C 2.65227 -1.76402 -0.56795
C 1.32615 -1.58689 -1.40225
C 0.59376 -0.35296 -0.79463
O 1.45383 0.77017 -0.97679
O -0.62149 -0.18839 -1.49461
C -1.71950 0.16118 -0.63965
C -3.04072 -0.03205 -1.46815
O -3.79225 -1.18222 -1.07868
C -4.44007 -1.00114 0.13907
O -4.58088 -2.31510 0.74699
C -3.37127 -2.71124 1.09613
N -2.42352 -2.89027 1.71215
B -1.62295 1.75408 -0.35496
O -1.37221 2.53443 -1.45963
O -1.75898 2.34168 0.90350
C -0.55200 2.25561 1.66753
H 2.36496 -1.56770 0.49002
H 2.99697 -2.80484 -0.64795
H 3.36698 -1.02526 -0.94610
H 1.53949 -1.29420 -2.44598
H 0.70962 -2.49650 -1.34409
H 0.45432 -0.51697 0.28673
H 1.40649 0.94812 -1.92790
H -1.76941 -0.43509 0.28832
H -3.63402 0.90092 -1.47195
H -2.70518 -0.21639 -2.50121
H -3.87893 -0.37006 0.85166
H -5.47266 -0.63000 0.01525
H -1.25444 3.45880 -1.19230
H -0.81752 2.06481 2.72282
H 0.03367 3.18903 1.64017
H 0.13298 1.44634 1.36184
O 4.06061 0.87634 -2.53696
H 4.54984 1.27294 -3.26631
H 3.73354 1.62771 -2.02921
O -0.06006 5.21223 0.34503
H 0.46225 5.57396 -0.37941
H -0.38863 5.98922 0.81038
O 3.16192 -1.94921 2.39040
H 3.42823 -1.35986 3.10382
H 3.34971 -2.83359 2.73459
O 3.57748 -4.83446 3.16116
H 2.73962 -5.25962 3.37457
H 4.24205 -5.50104 3.36206
O 1.92147 -1.33141 -4.47992
H 1.43279 -0.92041 -5.20138
H 2.73122 -0.81109 -4.41242
O -3.07738 2.85768 4.26172
H -3.08548 1.89492 4.27475
H -2.93446 3.07849 3.33340
*
```


ORCA calculation (the ωB97M-V functional and the def2-TZVPD basis) on a molecular structure, C3H5IN3P.

Structure (ORCA input):
```
! wB97M-V def2-TZVPD RIJCOSX def2/J DEFGRID3
* xyz 0 1
C 0.95603 1.05290 0.00828
C -1.03939 0.61125 -0.13498
C 2.39423 0.82500 -0.33063
N 0.26172 1.66226 1.01245
N -0.99692 1.42246 0.86990
N 0.09981 0.31707 -0.74481
P -2.33871 -2.13648 0.77358
I -2.86040 -0.13995 -0.83176
H 2.95302 1.72908 -0.70789
H 2.91209 0.48102 0.55223
H 2.35670 -0.04725 -0.83082
H -1.37285 -2.69199 -0.00559
H -3.32533 -3.08536 0.37003
*
```

## Properties
energy relative to the best compared isomer or geometry (same formula, charge and spin): 61.3 kcal per mole


ORCA calculation (the ωB97M-V functional and the def2-TZVPD basis) on a molecular structure, C35H32ClF5N2O4PdSi2.

Structure (ORCA input):
```
! wB97M-V def2-TZVPD RIJCOSX def2/J DEFGRID3
* xyz 0 1
Pd 1.02705 -0.55245 0.57783
O -3.65622 -2.08272 -4.49335
C -2.58581 -2.91113 -4.08015
C -2.12799 -2.49935 -2.71111
C -1.33121 -3.34946 -1.95446
C -0.81681 -2.88358 -0.76176
N -1.07037 -1.66751 -0.26158
C -1.98919 -0.92305 -0.90404
C -2.47593 -1.27859 -2.16213
C -2.61654 0.21613 -0.16850
C -3.91827 0.48506 -0.40206
C -4.60239 1.49795 0.38833
C -6.00268 1.88799 0.01258
O -6.94562 0.89803 0.41732
C -4.01417 1.94387 1.50085
C -2.67338 1.43031 1.94375
N -1.90430 0.88533 0.81087
H -3.97583 -2.39089 -5.34540
H -1.73381 -2.81892 -4.76557
H -2.87902 -3.96570 -4.05698
H -1.06462 -4.33927 -2.30071
H -0.15846 -3.50720 -0.17802
H -3.13266 -0.61448 -2.70112
H -4.49362 -0.08037 -1.11932
H -6.11025 1.95885 -1.07023
H -6.24719 2.86532 0.44210
H -6.78509 0.71091 1.34812
H -4.51932 2.64928 2.15456
H -2.11198 2.28325 2.32276
C 1.78649 -0.31590 3.90554
Si 1.95918 0.71202 2.31449
C 3.74931 1.31027 2.13107
C 1.11171 2.37075 2.64303
C 1.46508 3.28029 3.64540
C 0.90877 4.54715 3.67066
C 0.00109 4.93399 2.68443
C -0.36869 4.03761 1.69797
C 0.16842 2.74564 1.68435
Si -0.23302 1.36962 0.48651
C -0.26267 2.08428 -1.25543
C -2.80078 0.40670 3.06952
H 2.73074 -0.38038 4.45313
H 1.41648 -1.32839 3.75172
H 1.06257 0.18407 4.55369
H 4.16234 1.52738 3.12091
H 3.73002 2.24849 1.57215
H 4.44775 0.65474 1.62065
H 2.19077 3.00449 4.40405
H 1.18704 5.24784 4.44838
H -0.41487 5.93381 2.69667
H -1.08765 4.34079 0.94287
H -1.06388 2.82934 -1.28754
H -0.48885 1.34352 -2.02545
H 0.67940 2.57648 -1.50050
H -3.34324 0.83128 3.91729
H -1.81045 0.09585 3.40879
H -3.33839 -0.47804 2.72136
F 4.22059 -1.21140 -1.33572
C 3.86953 -1.72006 -0.16133
C 2.62179 -2.36235 0.02671
C 2.36260 -2.83012 1.32388
F 1.28263 -3.57723 1.54541
C 3.28047 -2.71232 2.36322
F 2.99557 -3.22070 3.55458
C 4.49536 -2.12279 2.12509
F 5.38083 -1.97754 3.09935
C 4.78619 -1.63522 0.85608
F 5.95049 -1.02807 0.64866
Cl 2.93495 1.81688 -5.55306
C 2.62382 0.40713 -4.59236
C 1.70270 0.48021 -3.56253
C 1.46420 -0.64215 -2.78233
C 2.14146 -1.82067 -3.05254
C 3.03844 -1.89124 -4.11472
C 3.29642 -0.77126 -4.88104
C 1.88986 -3.07947 -2.30825
O 1.59091 -4.10439 -2.84142
O 1.98920 -3.14012 -0.93181
H 1.17984 1.40507 -3.37357
H 0.73296 -0.59158 -1.98133
H 3.53684 -2.82655 -4.33167
H 4.00338 -0.80537 -5.69762
*
```

## Properties
energy relative to the best compared isomer or geometry (same formula, charge and spin): 8.7 kcal per mole


ORCA calculation (the ωB97M-V functional and the def2-TZVPD basis) on 4 unconnected molecules or ions with the total composition C31H72BBrFN6O10S.

Structure (ORCA input):
```
! wB97M-V def2-TZVPD RIJCOSX def2/J DEFGRID3
* xyz -1 1
C -5.73743 0.09280 3.26296
C -4.38495 -0.12124 3.49140
C -3.35205 1.04286 3.83309
C -3.38815 1.39609 5.37301
C -4.11855 0.33136 6.28503
N -3.39771 -0.97897 6.36752
O -2.11471 0.37067 3.50007
B -1.09910 1.24502 2.91951
C -0.26785 0.75092 1.61275
C -0.97741 -0.37456 0.75898
C -1.03040 -1.79365 1.48553
C -1.22612 -2.97110 0.43525
N -2.69663 -3.24199 0.28467
S 0.11078 1.47684 4.43763
O -0.03524 0.37912 5.45424
O -0.13716 2.80919 5.09689
F 1.72432 1.46823 3.98368
O -1.82527 2.53153 2.85066
C -3.23100 2.24666 2.77413
N -3.37457 1.83163 1.35863
C -4.15903 3.52635 2.94947
Br -5.92818 3.36202 2.00977
C -3.48696 4.89075 2.48756
C -3.91820 5.42823 1.06082
H -6.22700 0.93981 3.80438
H -6.26664 -0.57669 2.54320
H -3.98384 -1.16926 3.41377
H -3.88628 2.39205 5.60056
H -2.34086 1.50060 5.79083
H -4.09279 0.76278 7.33974
H -5.21585 0.20809 6.05253
H -2.82173 -0.99003 7.21610
H -4.12444 -1.68399 6.51676
H 0.77160 0.35808 1.85754
H -0.08590 1.67156 0.95981
H -0.32987 -0.53089 -0.16782
H -1.99610 -0.09906 0.37658
H -0.10461 -1.87367 2.11711
H -1.95819 -1.77581 2.12751
H -0.69855 -3.90971 0.75895
H -0.88270 -2.60090 -0.56941
H -3.09562 -3.49751 1.19790
H -3.11417 -2.33061 0.07439
H -3.39309 2.62389 0.72302
H -4.15588 1.19453 1.20901
H -4.44117 3.66167 4.03657
H -3.83003 5.67609 3.23108
H -2.36784 4.89433 2.53114
H -4.91506 5.95254 1.09680
H -3.17744 6.22517 0.73429
H -3.92383 4.65888 0.24628
C 3.53018 1.77804 -4.58408
O 4.31366 2.17722 -3.47210
C 4.74680 3.53453 -3.55396
C 4.12392 4.35078 -2.42747
N 2.68818 4.51813 -2.63971
C 1.98738 5.08367 -1.48574
C 1.92361 4.22641 -0.21617
O 1.14936 3.04678 -0.36145
C 1.86831 1.92583 -0.84753
H 3.30965 0.71564 -4.47733
H 2.58499 2.32720 -4.61315
H 4.07762 1.92814 -5.51985
H 4.53182 3.97585 -4.53223
H 5.83379 3.52998 -3.42383
H 4.59971 5.33549 -2.38984
H 4.32763 3.83009 -1.48412
H 2.28039 3.61481 -2.85065
H 0.96032 5.27793 -1.80877
H 2.42885 6.05580 -1.24185
H 1.41384 4.82163 0.54766
H 2.91464 4.00063 0.19182
H 2.91619 1.93228 -0.53520
H 1.79751 1.86833 -1.93721
H 1.39605 1.02899 -0.44435
C -7.13083 -6.56994 -5.18604
O -6.98970 -7.28590 -3.97156
C -5.62768 -7.55217 -3.63562
C -5.25206 -6.82178 -2.35152
N -5.19169 -5.37920 -2.57282
C -5.06972 -4.60093 -1.33682
C -6.26357 -4.62762 -0.37560
O -7.43390 -4.00259 -0.89149
C -8.27673 -4.85611 -1.64606
H -8.19565 -6.47875 -5.40208
H -6.70692 -5.56552 -5.09891
H -6.65252 -7.10588 -6.01178
H -4.94583 -7.29615 -4.45263
H -5.54804 -8.62996 -3.46235
H -4.27476 -7.17430 -2.00867
H -5.99981 -7.07601 -1.59056
H -6.03338 -5.08623 -3.05518
H -4.90536 -3.56294 -1.63692
H -4.17120 -4.91656 -0.80274
H -5.97930 -4.04091 0.50344
H -6.48528 -5.63480 -0.00543
H -8.24115 -5.89102 -1.29596
H -8.02101 -4.80673 -2.70714
H -9.30174 -4.49394 -1.54134
C 6.30449 0.80492 -1.34528
O 7.14979 -0.32902 -1.21330
C 7.74427 -0.72516 -2.44574
C 9.25695 -0.55182 -2.37426
N 9.61669 0.86493 -2.34889
C 11.02610 1.10565 -2.04269
C 11.51146 0.73055 -0.63722
O 10.94477 1.52415 0.39518
C 9.71127 1.04002 0.90669
H 5.83510 0.99121 -0.37880
H 6.88280 1.69064 -1.62708
H 5.52070 0.62249 -2.08300
H 7.32116 -0.18498 -3.29865
H 7.51906 -1.78764 -2.58121
H 9.71670 -1.02448 -3.24773
H 9.61065 -1.06746 -1.47368
H 9.05212 1.33398 -1.65019
H 11.19679 2.17787 -2.17907
H 11.64514 0.59226 -2.78605
H 12.58754 0.92958 -0.60568
H 11.39732 -0.33729 -0.42239
H 9.64498 -0.05004 0.86924
H 8.87201 1.48853 0.37095
H 9.63503 1.35216 1.94984
*
```


| no. | maximum force (eV/A) | Kohn-Sham gap (eV) |
| --- | --- | --- |
| 1 | 1.74 | 9.000 |
| 2 | 2.82 | 9.380 |
| 3 | 2.38 | 9.216 |
| 4 | 4.65 | 6.367 |
| 5 | 1.00 | 6.963 |
| 6 | 5.99 | 7.882 |